[1]
Density functional theory data (ωB97M-V/def2-TZVPD) for a molecular structure, C20H10F3N4O10Pt.

* LUMO: 0.06209 hartree
* total energy: -2158.5323 a.u.
* highest occupied orbital energy: -5.46 eV
* charge: -1
* gap between HOMO and LUMO: 7.151 eV

Structure (XYZ):
```
48
C20H10F3N4O10Pt (ωB97M-V/def2-TZVPD)
Pt 0.485 1.366 -1.682
O 4.286 0.104 -2.006
C 3.105 0.380 -2.051
O 2.501 1.283 -1.329
C 2.203 -0.341 -3.052
C 2.555 -1.311 -3.971
C 1.556 -1.828 -4.791
C 0.241 -1.384 -4.693
C -0.049 -0.413 -3.755
N 0.939 0.053 -3.003
C -1.399 0.235 -3.455
O -2.376 -0.095 -4.095
O -1.369 1.145 -2.519
H 3.582 -1.644 -4.018
H 1.807 -2.594 -5.514
H -0.555 -1.774 -5.311
F 0.302 6.651 2.789
C -0.700 6.343 1.954
F -0.864 7.391 1.124
F -1.822 6.251 2.689
C -0.439 5.076 1.185
C -1.437 4.573 0.365
C -1.172 3.433 -0.366
N 0.013 2.816 -0.299
C 0.965 3.284 0.509
C 0.775 4.423 1.274
H -2.402 5.052 0.286
H -1.897 2.974 -1.025
H 1.886 2.716 0.523
H 1.568 4.780 1.914
O 0.234 -1.855 -0.869
C -0.005 -1.352 0.245
O -0.001 -0.155 0.598
C -0.362 -2.361 1.352
C -0.131 -3.718 1.164
C -0.453 -4.604 2.176
C -1.018 -4.213 3.375
C -1.240 -2.857 3.520
C -0.919 -1.928 2.548
N -1.846 -2.392 4.787
O -2.042 -1.202 4.919
O -2.112 -3.229 5.629
N -0.193 -6.047 1.977
O 0.339 -6.390 0.943
O -0.476 -6.802 2.889
H 0.288 -4.049 0.225
H -1.268 -4.920 4.148
H -1.081 -0.870 2.693
```

Mulliken atomic charge list, values in e, 6 entries:
1 Pt 0.88
2 O -0.71
3 C 0.24
4 O -0.75
5 C 0.35
6 C -0.47

=====

[2]
Density functional theory data (ωB97M-V/def2-TZVPD) for C20H21N3O5 in the gas phase at a distorted geometry.

* structure (SMILES): C[C@@H](C(=O)OCc1nnc(-c2ccccc2)o1)N1C(=O)[C@H]2CCCC[C@H]2C1=O
* LUMO: -0.00328 hartree
* total energy: -1314.5367 a.u.
* highest occupied orbital energy: -8.53 eV
* charge: 0
* gap between HOMO and LUMO: 8.442 eV

Structure (XYZ):
```
49
C20H21N3O5 (ωB97M-V/def2-TZVPD)
C -2.717 2.554 -2.233
H -3.096 2.632 -3.268
H -3.424 3.401 -1.792
H -1.657 2.965 -2.150
C -2.816 1.402 -1.463
N -2.334 1.142 -0.167
C -0.992 1.077 0.257
O -0.090 1.422 -0.665
C -0.950 1.339 1.610
C -0.073 0.232 2.234
C -0.409 -1.246 1.600
C -1.856 -1.355 1.784
C -2.648 -0.239 2.908
H -2.277 -0.391 3.658
H -3.693 -0.443 2.811
C -2.414 0.880 2.117
C -3.303 1.033 0.964
O -4.436 0.915 0.728
H -2.932 1.863 2.656
H -2.399 -1.541 0.847
H -2.115 -2.335 2.315
H -0.040 -1.585 0.688
H 0.060 -1.969 2.345
H 0.985 0.244 1.748
H 0.037 0.544 3.090
H -0.753 2.273 1.927
C -2.088 0.213 -2.291
O -1.945 0.328 -3.814
O -1.665 -0.980 -1.695
C -0.951 -1.893 -2.338
C 0.504 -1.341 -2.484
N 1.281 -0.884 -3.360
N 2.391 -0.668 -2.935
C 2.432 -0.807 -1.485
C 3.506 -0.585 -0.610
C 4.578 -0.003 -1.326
C 5.669 0.461 -0.258
C 5.498 -0.331 1.087
C 4.397 -0.704 1.499
C 3.440 -1.061 0.537
H 2.348 -1.570 1.097
H 4.383 -1.225 2.515
H 6.443 0.088 1.821
H 6.623 0.735 -0.451
H 4.820 0.355 -2.240
O 1.052 -1.273 -1.139
H -1.117 -2.776 -1.697
H -1.350 -1.962 -3.268
H -3.906 1.067 -1.713
```

Mulliken atomic charge list, values in e, 6 entries:
1 C -1.57
2 H 0.33
3 H 0.33
4 H 0.27
5 C 0.55
6 N 0.40

=====

[3]
Density functional theory data (ωB97M-V/def2-TZVPD) for a molecular structure, C2H5N5O at a distorted geometry.

* LUMO: -0.02575 hartree
* total energy: -427.8946 a.u.
* highest occupied orbital energy: -9.57 eV
* charge: 0
* gap between HOMO and LUMO: 8.874 eV

Structure (XYZ):
```
13
C2H5N5O (ωB97M-V/def2-TZVPD)
C -1.784 0.235 0.127
C 1.682 0.371 0.031
H -2.307 -0.292 0.954
H -2.369 1.200 -0.536
H -1.514 -0.775 -0.710
H 2.647 -1.127 0.850
H -0.509 -1.899 -0.414
N -0.349 0.648 0.701
N 0.009 1.715 -0.252
N 1.201 1.707 -0.480
N 2.932 -0.201 0.105
N 0.427 -0.418 0.325
O -0.065 -1.165 -0.701
```

Mulliken atomic charge list, values in e, 6 entries:
1 C -0.63
2 C 0.53
3 H 0.30
4 H 0.29
5 H 0.25
6 H 0.34